[1]
Formula: C10H27NO3S
Source: the Open Molecules 2025 dataset
Level of theory: the ωB97M-V functional and the def2-TZVPD basis

Cartesian coordinates (Å):
S  -1.58  4.64  -0.11
O  1.61  -0.01  -2.37
O  -1.43  1.47  0.35
O  -0.86  5.88  0.32
N  0.98  -1.87  0.85
C  2.24  -1.94  1.54
C  -3.13  4.40  0.75
C  0.94  -0.78  -0.21
C  -0.80  -3.39  -0.22
C  -2.13  5.02  -1.74
C  1.76  -1.00  -1.43
C  0.53  -3.25  0.40
C  -0.02  -1.25  1.95
C  -0.17  -2.11  3.25
C  2.42  -0.25  -3.69
H  2.60  0.64  -4.10
H  1.83  -1.07  -4.14
H  1.14  -3.52  -0.43
H  -0.92  -4.39  -0.53
H  -3.47  3.43  0.21
H  -0.08  -0.49  -0.59
H  -0.71  1.38  -0.24
H  -1.77  -3.21  0.34
H  -0.93  -1.02  1.54
H  -0.90  -2.91  -1.02
H  0.61  -3.83  1.16
H  2.77  -0.99  -1.02
H  -3.90  5.20  0.35
H  3.00  -2.30  1.12
H  2.52  -0.89  1.73
H  2.02  -2.64  2.39
H  1.49  -1.95  -1.92
H  -1.11  -2.05  3.63
H  -2.66  5.95  -1.71
H  -3.01  4.47  1.79
H  -2.95  4.43  -1.91
H  -1.36  5.26  -2.54
H  -0.02  -3.20  3.34
H  3.38  -0.40  -3.54
H  0.71  -1.49  3.88
H  1.21  0.27  0.28
H  0.13  -0.25  2.29

## Properties
M: 241.4 g/mol
Orbital gap: 5.6787 eV
Calculated total energy: -1075.45798 Ha
HOMO level: -0.2109 Ha
Total charge: 0

[2]
Formula: C10H27NO4
Source: the Open Molecules 2025 dataset
Level of theory: the ωB97M-V functional and the def2-TZVPD basis

Cartesian coordinates (Å):
O  -9.73  17.86  7.84
O  -6.80  20.50  9.95
O  -3.02  16.22  6.83
O  -7.37  15.64  9.50
N  -4.85  19.03  8.37
C  -9.26  17.76  6.49
C  -3.92  17.31  6.91
C  -5.57  14.53  10.56
C  -7.55  21.63  10.29
C  -7.01  20.09  8.61
C  -8.87  16.33  6.26
C  -6.95  15.08  10.76
C  -3.57  14.96  7.14
C  -6.29  18.79  8.41
C  -4.00  17.87  8.32
H  -2.99  18.18  8.59
H  -8.37  16.18  5.30
H  -8.41  18.43  6.34
H  -3.98  14.93  8.15
H  -6.58  18.23  7.51
H  -4.26  17.09  9.05
H  -9.69  18.78  8.13
H  -4.90  17.00  6.53
H  -4.34  14.66  6.42
H  -10.04  18.05  5.77
H  -9.72  15.67  6.33
H  -8.30  15.88  9.58
H  -8.09  19.98  8.45
H  -8.12  16.06  7.01
H  -7.15  22.54  9.84
H  -4.57  19.72  9.05
H  -5.53  13.87  9.70
H  -6.95  15.84  11.54
H  -6.64  20.87  7.93
H  -7.51  21.74  11.38
H  -7.65  14.29  11.01
H  -5.23  13.96  11.43
H  -3.52  18.10  6.28
H  -4.81  15.31  10.47
H  -2.74  14.25  7.08
H  -8.61  21.49  10.04
H  -6.55  18.08  9.21

## Properties
M: 225.3 g/mol
Structure (SMILES): COCCNCCOC.CCO.CCO
Orbital gap: 9.1238 eV
Calculated total energy: -752.84708 Ha
HOMO level: -0.3089 Ha
Total charge: 0

[3]
Formula: C10H27OPtSe4Si3
Source: the Open Molecules 2025 dataset
Level of theory: the ωB97M-V functional and the def2-TZVPD basis

Cartesian coordinates (Å):
Pt  0.96  -2.06  -0.53
Se  3.22  -1.34  -0.52
Se  -0.01  -5.04  -2.47
Se  1.66  -4.35  -1.13
Se  4.26  -1.96  -2.41
Si  0.82  1.35  -1.19
Si  0.28  0.21  1.65
Si  -1.46  -0.71  -0.69
O  -0.70  -0.93  2.39
C  -2.97  0.10  0.09
C  0.19  -0.07  -0.15
C  -1.48  -2.53  -0.15
C  1.99  0.05  2.42
C  -1.76  -0.72  -2.55
C  -0.40  1.88  2.20
C  -0.70  -1.13  3.78
C  -0.53  2.67  -1.35
C  2.30  2.26  -0.46
C  1.30  0.87  -2.94
H  -0.57  -3.20  -0.13
H  -1.00  -1.31  -3.06
H  -1.39  -1.94  4.02
H  2.73  0.63  1.87
H  -0.16  3.51  -1.96
H  -3.88  -0.39  -0.25
H  2.08  0.11  -2.95
H  3.18  1.63  -0.42
H  -1.43  2.29  -1.83
H  2.52  3.12  -1.10
H  2.11  2.64  0.55
H  0.29  -1.40  4.16
H  0.46  0.49  -3.51
H  -2.73  -1.20  -2.73
H  -1.84  -2.59  0.87
H  -3.02  1.16  -0.19
H  2.31  -0.99  2.41
H  -1.80  0.27  -2.99
H  -2.10  -3.11  -0.84
H  -1.41  2.05  1.81
H  -1.04  -0.23  4.32
H  0.23  2.71  1.85
H  -2.92  0.04  1.18
H  -0.82  3.07  -0.37
H  1.68  1.76  -3.46
H  -0.45  1.94  3.29
H  1.99  0.41  3.46

## Properties
M: 758.5 g/mol
2S+1: 3
Orbital gap (alpha / beta): 6.9460 / 5.8632 eV
Calculated total energy: -11066.23640 Ha
HOMO level (alpha / beta): -0.1582 / -0.1598 Ha
Total charge: -1

[4]
Formula: C10H28BFN2O5S
Source: the Open Molecules 2025 dataset
Level of theory: the ωB97M-V functional and the def2-TZVPD basis

Cartesian coordinates (Å):
S  3.92  0.12  -2.16
F  5.20  -0.21  -2.99
O  2.75  1.10  -4.92
O  -1.60  2.26  0.47
O  -1.89  -2.37  1.92
O  4.33  0.20  -0.80
O  2.94  -0.82  -2.60
N  3.39  2.59  -1.65
N  3.57  1.60  -2.72
C  0.65  3.37  -3.97
C  0.19  0.57  0.64
C  -2.63  1.40  0.93
C  -0.24  -2.89  3.68
C  -1.67  -2.52  3.31
C  0.99  2.04  -3.27
C  -2.47  -4.72  1.47
C  -2.81  1.39  2.43
C  -1.63  -3.51  1.12
C  -0.30  1.97  0.96
B  2.41  1.54  -3.67
H  -2.26  -5.09  2.47
H  -2.46  0.38  0.57
H  -2.26  -5.53  0.77
H  1.46  4.10  -3.89
H  -0.26  2.15  2.04
H  -0.42  -0.20  1.11
H  0.05  -3.86  3.29
H  -3.54  -4.48  1.41
H  1.22  0.46  1.00
H  -2.37  -3.25  3.74
H  0.26  1.29  -3.60
H  -0.57  -3.77  1.14
H  -1.86  -3.19  0.10
H  3.65  3.47  -2.10
H  0.46  -2.15  3.28
H  0.34  2.72  0.49
H  4.12  2.40  -0.97
H  -1.92  -1.55  3.73
H  0.89  2.16  -2.19
H  -3.54  1.76  0.45
H  -0.24  3.82  -3.53
H  2.19  0.39  -5.26
H  -1.92  1.02  2.94
H  0.47  3.22  -5.03
H  -0.13  -2.91  4.76
H  -3.03  2.39  2.82
H  0.18  0.41  -0.44
H  -3.64  0.73  2.69

## Properties
M: 318.2 g/mol
Structure (SMILES): CCB(O)N(N)S(=O)(=O)F.CCOCC.CCOCC
Orbital gap: 9.8733 eV
Calculated total energy: -1406.42892 Ha
HOMO level: -0.3466 Ha
Total charge: 0

[5]
Formula: C10H28BaO10
Source: the Open Molecules 2025 dataset
Level of theory: the ωB97M-V functional and the def2-TZVPD basis

Cartesian coordinates (Å):
Ba  30.06  15.78  -30.03
O  31.96  15.72  -27.87
O  31.67  13.16  -33.91
O  31.18  15.19  -34.36
O  32.76  16.26  -30.92
O  30.70  13.18  -29.36
O  31.58  20.54  -28.74
O  30.88  19.45  -27.06
O  27.94  14.21  -30.79
O  30.83  18.44  -29.08
O  30.76  14.41  -32.29
C  31.79  12.07  -33.00
C  30.41  18.30  -26.36
C  33.37  17.36  -31.62
C  31.16  14.27  -33.43
C  31.84  20.75  -30.15
C  31.08  19.40  -28.36
C  27.33  14.27  -32.10
C  30.66  16.48  -34.04
C  31.81  14.92  -26.68
C  29.85  12.44  -28.47
H  30.77  14.58  -26.63
H  30.78  17.06  -34.95
H  27.93  14.94  -32.70
H  31.99  15.50  -25.78
H  29.27  13.13  -27.86
H  33.68  17.05  -32.62
H  30.42  11.79  -27.81
H  27.46  13.53  -30.30
H  27.32  13.29  -32.57
H  26.31  14.66  -32.05
H  31.25  16.92  -33.24
H  30.04  17.54  -27.04
H  32.46  14.05  -26.71
H  31.23  17.90  -25.76
H  29.62  18.62  -25.69
H  32.45  12.33  -32.17
H  30.81  11.74  -32.64
H  33.47  15.73  -30.55
H  32.12  21.79  -30.23
H  32.25  11.26  -33.56
H  34.24  17.73  -31.09
H  32.63  18.15  -31.72
H  31.50  12.66  -29.50
H  32.65  20.12  -30.48
H  29.15  11.82  -29.04
H  32.72  16.30  -27.77
H  30.93  20.57  -30.72
H  29.61  16.41  -33.78

## Properties
M: 445.7 g/mol
Orbital gap: 11.0255 eV
Calculated total energy: -1175.27711 Ha
HOMO level: -0.6155 Ha
Total charge: +2

[6]
Formula: C10H28ClGaINOP2
Source: the Open Molecules 2025 dataset
Level of theory: the ωB97M-V functional and the def2-TZVPD basis

Cartesian coordinates (Å):
I  1.47  0.39  0.72
Ga  0.23  -1.26  -3.84
Cl  1.86  -0.01  -4.54
P  0.45  -2.95  -2.39
P  0.28  2.71  -0.84
O  -1.71  -1.37  1.97
N  -1.17  -0.35  3.96
C  0.37  4.16  0.23
C  -0.82  1.59  0.15
C  -0.15  -2.66  -0.72
C  -0.11  -0.09  4.92
C  -0.73  3.15  -2.28
C  -2.28  0.60  3.93
C  -1.00  -1.26  2.98
C  2.21  -3.40  -2.28
C  -0.40  -4.44  -2.99
C  1.90  2.45  -1.60
H  2.17  3.37  -2.16
H  -1.81  2.07  0.11
H  -0.55  2.41  -3.08
H  0.45  -1.02  5.09
H  -1.79  3.17  -2.01
H  2.30  -4.49  -2.35
H  -0.11  -1.90  3.16
H  -1.35  -4.55  -2.45
H  -0.58  1.56  1.22
H  -1.93  1.58  3.57
H  2.67  2.26  -0.84
H  0.23  -5.32  -2.83
H  -2.64  0.75  4.95
H  -0.97  -1.93  -0.73
H  0.59  0.68  4.56
H  -0.60  4.33  0.72
H  1.87  1.62  -2.32
H  1.14  4.01  0.99
H  -0.61  -4.32  -4.06
H  -0.56  0.26  5.85
H  2.60  -3.05  -1.32
H  -0.52  -3.59  -0.26
H  -3.07  0.21  3.29
H  0.64  -2.23  -0.09
H  2.77  -2.93  -3.09
H  -0.96  0.59  -0.28
H  -0.41  4.15  -2.61
H  0.62  5.05  -0.38

## Properties
M: 472.4 g/mol
Orbital gap (alpha / beta): 6.1388 / 5.2472 eV
Calculated total energy: -3892.60010 Ha
HOMO level (alpha / beta): -0.5211 / -0.5211 Ha
Total charge: +2

[7]
Formula: C10H28F6N4O7S2
Source: the Open Molecules 2025 dataset
Level of theory: the ωB97M-V functional and the def2-TZVPD basis

Cartesian coordinates (Å):
S  14.53  0.31  27.52
S  13.59  -1.46  29.12
F  15.61  2.40  26.08
F  14.58  2.93  27.99
F  11.05  -1.63  29.93
F  16.64  1.94  28.02
F  12.12  0.14  30.83
F  11.38  0.13  28.71
O  21.96  2.39  31.50
O  13.17  0.57  26.98
O  12.96  5.48  32.42
O  14.01  -2.38  30.20
O  15.35  -0.56  26.66
O  19.86  -5.95  36.26
O  13.38  -2.12  27.86
N  15.91  4.43  34.25
N  17.78  0.97  32.29
N  18.58  -3.22  35.36
N  14.65  -0.03  29.04
C  19.59  -7.09  37.12
C  15.03  5.26  33.55
C  11.92  -0.65  29.70
C  13.91  4.50  32.78
C  20.45  -2.30  36.56
C  11.95  4.94  31.51
C  15.43  2.05  27.44
C  15.92  6.17  32.64
C  19.88  -3.58  35.96
C  19.84  -4.70  36.98
H  19.78  -8.00  36.56
H  11.28  4.42  32.19
H  20.59  -3.95  35.22
H  17.40  1.71  32.87
H  12.36  4.21  30.81
H  17.96  0.16  32.86
H  18.10  -3.94  34.84
H  20.82  -4.56  37.44
H  18.52  -7.06  37.32
H  14.37  4.00  31.93
H  17.93  -3.07  36.13
H  21.95  3.18  32.03
H  16.79  4.90  34.43
H  19.79  -1.79  37.27
H  16.33  6.93  33.30
H  20.71  -1.53  35.84
H  15.36  6.70  31.88
H  13.50  3.76  33.46
H  22.88  2.15  31.43
H  15.48  4.31  35.16
H  18.67  1.34  31.98
H  14.63  6.01  34.24
H  21.33  -2.43  37.19
H  19.06  -4.63  37.75
H  11.47  5.75  30.95
H  17.16  0.81  31.52
H  20.17  -6.96  38.03
H  16.76  5.67  32.15

## Properties
M: 494.5 g/mol
Orbital gap: 6.7729 eV
Calculated total energy: -2538.87697 Ha
HOMO level: -0.3089 Ha
Total charge: 0

[8]
Formula: C10H29AuBN3O2P
Source: the Open Molecules 2025 dataset
Level of theory: the ωB97M-V functional and the def2-TZVPD basis

Cartesian coordinates (Å):
Au  0.00  0.00  0.00
P  -0.44  -2.27  -0.49
O  2.86  0.10  -1.08
O  0.43  1.84  0.13
N  0.79  2.22  2.39
N  -1.61  0.97  -2.69
N  1.61  3.67  0.68
C  1.81  0.06  -0.65
C  0.97  -3.35  -1.12
C  -0.27  1.41  2.95
C  2.24  4.55  1.66
C  -1.02  -3.31  0.97
C  0.89  2.54  1.05
C  1.87  3.98  -0.72
C  1.73  4.32  3.09
C  -1.78  -2.71  -1.74
C  1.71  2.83  3.33
B  -3.22  1.01  -2.39
H  -1.63  -0.01  0.55
H  -1.02  1.13  2.20
H  -3.36  0.71  -1.40
H  -1.89  -3.79  -1.81
H  2.97  3.96  -0.90
H  1.33  -2.98  -2.07
H  0.69  4.70  3.19
H  -1.20  -4.34  0.66
H  1.42  2.62  4.39
H  -0.83  2.01  3.70
H  2.74  2.42  3.18
H  -1.95  -2.90  1.37
H  -3.57  2.01  -2.54
H  2.04  5.62  1.42
H  -1.44  0.32  -3.45
H  -1.52  -2.31  -2.72
H  -2.73  -2.28  -1.42
H  -1.14  0.67  -1.85
H  2.39  4.85  3.81
H  0.29  -0.46  1.55
H  -1.32  1.90  -2.95
H  -0.27  -3.31  1.76
H  1.41  3.27  -1.43
H  1.49  4.99  -0.95
H  0.63  -4.38  -1.25
H  1.79  -3.35  -0.40
H  0.15  0.52  3.48
H  3.34  4.38  1.62
H  -3.71  0.32  -3.07

## Properties
M: 462.1 g/mol
2S+1: 4
Orbital gap (alpha / beta): 6.4339 / 3.2294 eV
Calculated total energy: -1214.16215 Ha
HOMO level (alpha / beta): -0.4639 / -0.5393 Ha
Total charge: +2

[9]
Formula: C10H29BF6N9O25P2S2
Source: the Open Molecules 2025 dataset
Level of theory: the ωB97M-V functional and the def2-TZVPD basis

Cartesian coordinates (Å):
S  2.07  0.84  -0.62
S  -0.87  0.62  -1.68
P  -0.08  -0.12  1.46
P  -0.24  2.77  0.49
F  -1.36  -2.30  -0.77
F  2.88  1.18  0.71
F  -1.41  -1.02  -3.52
F  0.67  -2.76  -1.41
F  0.72  -0.91  -3.17
F  -1.02  -3.31  -2.67
O  -7.77  -3.66  2.66
O  -4.76  -6.55  -0.97
O  -2.20  0.39  -1.16
O  2.43  -0.52  -0.89
O  -0.99  10.64  2.21
O  -1.48  2.47  1.49
O  2.45  1.86  -1.55
O  6.93  2.36  0.40
O  7.91  5.00  3.56
O  -5.98  -3.31  3.81
O  -0.66  1.55  -2.75
O  -2.56  9.47  1.32
O  -0.25  -4.04  2.61
O  2.01  8.09  -1.87
O  0.53  -1.58  1.30
O  -0.56  3.79  -0.51
O  1.31  -3.12  3.78
O  -0.10  7.94  -2.27
O  -5.30  -7.58  -3.83
O  0.97  3.15  1.44
O  -6.05  -8.98  -5.29
O  7.90  0.63  -0.41
O  -3.42  -5.10  -0.10
O  -1.64  -0.48  1.55
O  9.74  4.19  4.38
N  -1.52  10.09  1.27
N  0.85  -4.03  3.13
N  -6.60  -3.88  2.94
N  0.98  7.45  -1.97
N  8.94  4.36  3.47
N  -6.15  -8.32  -4.29
N  -3.88  -5.70  -1.05
N  6.96  1.39  -0.33
N  0.51  0.68  2.69
C  -3.33  -5.38  -2.39
C  5.78  1.14  -1.19
C  1.06  5.99  -1.72
C  -7.42  -8.40  -3.51
C  -5.89  -4.93  2.17
C  -0.46  -1.00  -2.57
C  1.73  -5.20  2.91
C  -0.54  -2.36  -1.82
C  -0.82  10.18  -0.04
C  9.24  3.74  2.15
B  0.22  0.97  -0.15
H  1.99  -5.61  3.88
H  9.28  4.54  1.42
H  4.92  1.00  -0.55
H  0.17  9.76  0.08
H  -8.08  -9.09  -4.02
H  -7.83  -7.39  -3.47
H  0.08  5.54  -1.84
H  -5.03  -4.47  1.69
H  -3.50  -4.32  -2.56
H  1.16  0.12  3.22
H  8.44  3.05  1.90
H  5.98  0.25  -1.78
H  -1.39  9.64  -0.78
H  -0.08  -2.26  1.62
H  2.63  -4.84  2.41
H  -2.20  0.22  1.19
H  -2.27  -5.58  -2.36
H  -6.58  -5.35  1.45
H  -5.55  -5.67  2.89
H  -3.84  -5.99  -3.13
H  -7.16  -8.73  -2.51
H  -1.19  2.38  2.41
H  -0.74  11.24  -0.27
H  1.20  -5.92  2.30
H  5.64  2.02  -1.82
H  1.07  2.41  2.10
H  1.42  5.85  -0.71
H  10.19  3.22  2.24
H  1.78  5.59  -2.44

## Properties
M: 926.3 g/mol
Orbital gap: 8.1050 eV
Calculated total energy: -4874.94045 Ha
HOMO level: -0.2559 Ha
Total charge: -1